Entry 1:
Computed, not measured: C6H6N2O in the gas phase at a distorted geometry, with ωB97M-V with the def2-TZVPD basis set.

Computed properties:
SMILES ... N#C[C@@H]1[C@@H]2C=CO[C@]12N
Molar mass ... 122.13 g mol⁻¹
Frontier orbital gap ... 9.642 eV
E ... -416.8548 a.u.

Cartesian coordinates (Å):
N (-1.78, -1.83, 2.30)
C (-1.03, -1.10, 1.80)
C (-0.01, -0.26, 1.03)
C (-0.41, 0.80, -0.02)
C (-1.40, 0.22, -0.90)
C (-0.73, -0.63, -1.66)
O (0.65, -0.57, -1.55)
C (0.83, 0.13, -0.43)
N (2.15, 0.68, -0.22)
H (0.87, 0.11, 1.66)
H (-0.56, 1.82, 0.35)
H (-2.37, 0.54, -0.74)
H (-0.99, -1.54, -2.19)
H (2.80, 0.05, 0.25)
H (1.97, 1.58, 0.31)

These are the natural (NBO) partial charges, in e, on atoms 1 to 8:
1. N -0.347
2. C 0.285
3. C -0.441
4. C -0.303
5. C -0.273
6. C 0.132
7. O -0.439
8. C 0.516



Entry 2:
Computed, not measured: C6H6N2O2 in the gas phase at a distorted geometry, with ωB97M-V with the def2-TZVPD basis set.

Computed properties:
SMILES ... NC(=O)C#CC1=NCCO1
Molar mass ... 138.13 g mol⁻¹
Frontier orbital gap ... 9.597 eV
E ... -492.1417 a.u.

Cartesian coordinates (Å):
N (4.07, -0.42, -0.43)
C (3.31, 0.33, 0.39)
O (3.75, 1.28, 1.03)
C (1.87, 0.12, 0.25)
C (0.67, 0.00, 0.18)
C (-0.76, -0.08, 0.08)
N (-1.43, -1.15, -0.10)
C (-2.84, -0.74, -0.13)
C (-2.82, 0.78, 0.09)
O (-1.41, 1.09, 0.19)
H (4.07, -1.42, -0.34)
H (4.75, 0.05, -1.04)
H (-3.28, -1.03, -1.09)
H (-3.39, -1.27, 0.66)
H (-3.23, 1.35, -0.75)
H (-3.31, 1.10, 1.02)

These are the natural (NBO) partial charges, in e, on atoms 1 to 8:
1. N -0.854
2. C 0.600
3. O -0.514
4. C -0.035
5. C -0.007
6. C 0.457
7. N -0.423
8. C -0.281



Entry 3:
Computed, not measured: a molecular structure, C6H6N2O2 at a distorted geometry, with ωB97M-V with the def2-TZVPD basis set.

Computed properties:
Molar mass ... 138.13 g mol⁻¹
Frontier orbital gap ... 6.549 eV
E ... -491.9687 a.u.

Cartesian coordinates (Å):
C (-1.35, 0.73, -0.08)
C (-0.26, 1.51, -0.30)
C (1.09, 0.99, -0.12)
C (1.35, -0.52, -0.16)
C (0.27, -1.41, -0.38)
C (-1.11, -0.89, -0.20)
H (-3.13, 0.02, 0.46)
H (-3.00, 1.93, 1.47)
H (-0.43, 2.50, -0.49)
H (3.44, -0.51, 0.06)
H (2.78, -1.98, 0.23)
H (0.45, -2.48, -0.26)
N (-2.62, 1.01, -0.34)
N (2.61, -1.06, -0.01)
O (2.01, 1.77, 0.04)
O (-2.10, -1.62, 0.09)

These are the natural (NBO) partial charges, in e, on atoms 1 to 8:
1. C 0.074
2. C -0.298
3. C 0.480
4. C 0.205
5. C -0.391
6. C 0.493
7. H 0.416
8. H 0.140



Entry 4:
Computed, not measured: C6H6N2O3 in the gas phase at a distorted geometry, with ωB97M-V with the def2-TZVPD basis set.

Computed properties:
SMILES ... CC(/C=C\N=C=O)=C/[N+](=O)[O-]
Molar mass ... 154.12 g mol⁻¹
Frontier orbital gap ... 8.552 eV
E ... -567.2687 a.u.

Cartesian coordinates (Å):
C (0.86, -1.57, -1.15)
C (0.31, -0.25, -0.69)
C (1.26, 0.73, -0.29)
C (1.32, 1.08, 1.00)
N (0.42, 0.64, 1.99)
C (-0.62, -0.03, 1.85)
O (-1.63, -0.48, 2.28)
C (-0.98, -0.17, -0.36)
N (-1.85, 0.94, -0.32)
O (-2.86, 0.90, 0.30)
O (-1.54, 1.90, -0.96)
H (0.38, -1.54, -2.15)
H (0.33, -2.28, -0.57)
H (1.90, -1.67, -0.90)
H (2.13, 1.18, -0.90)
H (2.13, 1.70, 1.40)
H (-1.56, -1.09, -0.54)

These are the natural (NBO) partial charges, in e, on atoms 1 to 8:
1. C -0.650
2. C 0.121
3. C -0.325
4. C 0.043
5. N -0.563
6. C 0.829
7. O -0.470
8. C -0.213



Table of energy above the lowest of the compared OMol25 structures with the same formula, charge and spin (kJ/mol), in record order: 312.1, 267.1, 721.3, 458.1